# 1
{
  "formula": "C6H16",
  "method": "the ωB97M-V functional and the def2-TZVPD basis",
  "orbital_gap_ha": [0.09349, 0.42445],
  "s2": 0.75,
  "e_lumo_ev": [4.0389, 4.0969],
  "e_homo_ev": [1.5, -7.5],
  "charge": -1,
  "multiplicity": 2,
  "symbols": ["C", "C", "C", "C", "H", "H", "H", "H", "H", "H", "H", "H", "H", "H", "C", "C", "H", "H", "H", "H", "H", "H"],
  "positions_angstrom": [[0.3971, 0.4304, -1.1750], [1.0505, 1.5347, -1.9860], [-1.1063, 0.2805, -1.6101], [1.1106, -0.9500, -1.4110], [0.3677, 0.8164, -0.1554], [1.0143, 1.3618, -3.0675], [-1.2675, -0.5593, -2.2783], [-1.6861, 0.0638, -0.7075], [-1.4166, 1.2404, -2.0197], [0.8905, -1.6344, -0.5936], [0.6837, -1.3160, -2.3368], [2.1238, 1.6049, -1.7382], [0.7010, 2.5495, -1.8109], [2.1639, -0.6926, -1.4131], [-0.7387, -1.2074, 2.2833], [-0.5145, 0.0006, 3.2183], [-0.9716, -0.9129, 1.2684], [0.1325, -1.8628, 2.2527], [-1.5675, -1.7292, 2.7664], [-1.3626, 0.1467, 3.8897], [-0.3618, 0.9880, 2.7737], [0.3577, -0.1530, 3.8507]],
  "forces_ev_per_a": [[-1.356, -0.329, -1.223], [1.307, -0.041, -0.298], [0.863, 0.338, 1.174], [-0.659, 2.024, 1.091], [0.350, -0.630, 0.271], [-0.135, -0.097, 0.073], [0.002, 0.137, -0.412], [-0.289, 0.105, -0.097], [-0.412, -0.192, -0.153], [0.017, -0.176, 0.018], [0.597, -0.340, -0.276], [-0.121, -0.133, -0.040], [-0.560, -0.014, 0.191], [0.374, -0.664, -0.342], [-0.023, 0.553, 0.860], [0.268, 0.376, 0.123], [-0.269, -0.022, -0.106], [-0.010, 0.015, -0.006], [-0.017, -0.454, -0.602], [-0.045, -0.109, 0.034], [0.050, -0.264, -0.443], [0.068, -0.082, 0.163]],
  "lowdin_charge": [-0.50, -0.31, -0.18, -0.13, 0.09, 0.05, 0.05, 0.03, 0.04, 0.05, 0.05, 0.04, 0.02, 0.04, -0.22, -0.33, 0.02, 0.04, 0.04, 0.03, 0.02, 0.03]
}

=====

# 2
{
  "formula": "C6H16",
  "method": "the ωB97M-V functional and the def2-TZVPD basis",
  "orbital_gap_ha": 0.44968,
  "e_lumo_ev": 1.1220,
  "e_homo_ev": -11.1,
  "smiles": "CCC.CCC",
  "symbols": ["C", "C", "C", "H", "H", "H", "H", "H", "H", "H", "H", "C", "C", "C", "H", "H", "H", "H", "H", "H", "H", "H"],
  "positions_angstrom": [[-0.7406, -0.9055, 2.3499], [-2.1032, -0.3922, 1.9974], [-2.6712, -0.9533, 0.6490], [-0.0923, -0.6050, 1.5096], [-0.6691, -1.9990, 2.4758], [-0.3719, -0.4206, 3.2694], [-2.7558, -0.7606, 2.8122], [-2.1353, 0.7142, 2.0145], [-2.6511, -2.0561, 0.6396], [-2.0709, -0.5832, -0.1990], [-3.7138, -0.6193, 0.5143], [0.6221, 0.4062, -1.1062], [2.1423, 0.3828, -1.3819], [2.7494, 1.4428, -2.3915], [0.2924, -0.4911, -0.5559], [0.0497, 0.4722, -2.0467], [0.3978, 1.2962, -0.4946], [2.6582, 0.5214, -0.4124], [2.4289, -0.6110, -1.7766], [2.0609, 1.5848, -3.2415], [3.7459, 1.1820, -2.7858], [2.8275, 2.3944, -1.8393]],
  "forces_ev_per_a": [[1.168, 0.407, -0.474], [-1.583, -0.777, 0.114], [0.305, 0.504, 0.575], [0.286, -0.305, 0.533], [-0.232, 0.414, -0.108], [-0.030, -0.254, -0.339], [-0.165, 0.477, -0.363], [0.048, -0.540, -0.097], [0.013, 0.409, 0.033], [-0.255, -0.182, 0.247], [0.411, -0.165, -0.031], [0.424, 0.557, -0.335], [0.913, -0.280, -0.501], [-1.089, -0.075, 0.892], [0.258, 0.392, -0.285], [0.133, -0.045, 0.343], [-0.193, -0.320, -0.224], [-0.106, -0.269, -0.445], [-0.187, 0.306, 0.348], [0.309, -0.008, 0.237], [-0.461, -0.097, 0.359], [0.033, -0.151, -0.482]],
  "lowdin_charge": [-0.15, -0.33, -0.11, 0.04, 0.08, 0.08, 0.10, 0.10, 0.07, 0.05, 0.07, -0.14, -0.31, -0.12, 0.04, 0.07, 0.08, 0.09, 0.09, 0.06, 0.06, 0.06]
}

=====

# 3
{
  "formula": "C6H16",
  "method": "the ωB97M-V functional and the def2-TZVPD basis",
  "orbital_gap_ha": 0.44796,
  "e_lumo_ev": 1.0546,
  "e_homo_ev": -11.1,
  "smiles": "CC(C)C.CC",
  "symbols": ["C", "C", "C", "C", "H", "H", "H", "H", "H", "H", "H", "H", "H", "H", "C", "C", "H", "H", "H", "H", "H", "H"],
  "positions_angstrom": [[0.1288, 1.2273, -2.7708], [0.7246, -0.0631, -2.2014], [1.6727, 0.2546, -1.0542], [-0.3700, -1.0475, -1.7984], [0.7986, 1.7890, -3.4060], [-0.2500, 1.8385, -1.9383], [-0.7661, 1.0051, -3.3416], [1.3062, -0.4885, -3.0279], [2.4181, 1.0083, -1.3105], [1.1419, 0.7250, -0.2296], [2.2588, -0.6267, -0.7886], [-0.6362, -1.7162, -2.6126], [-0.1101, -1.6003, -0.8964], [-1.3125, -0.5261, -1.6344], [-1.5017, -0.5107, 3.1265], [-0.1626, 0.0658, 3.6025], [-1.4759, -0.9359, 2.1281], [-2.0404, -1.1457, 3.8210], [-2.2630, 0.2805, 3.0470], [-0.3180, 1.0198, 4.0994], [0.5119, -0.0301, 2.7586], [0.2450, -0.5230, 4.4276]],
  "forces_ev_per_a": [[-0.845, -0.203, 0.684], [0.355, 0.464, -0.662], [0.462, 0.235, -0.345], [-0.366, 0.245, -0.122], [0.303, 0.206, 0.061], [0.314, 0.152, -0.175], [-0.106, -0.127, -0.406], [0.075, -0.230, 0.228], [0.022, 0.067, -0.433], [-0.176, -0.467, 0.392], [-0.301, -0.029, 0.488], [0.313, -0.356, -0.037], [-0.051, -0.186, -0.119], [-0.007, 0.228, 0.465], [-1.305, 1.080, 0.126], [-0.689, -1.204, 0.675], [0.196, -0.405, 0.094], [0.498, -0.694, 0.135], [0.376, 0.230, -0.260], [0.371, 0.482, -0.761], [0.438, 0.878, 0.215], [0.122, -0.365, -0.244]],
  "lowdin_charge": [-0.10, -0.49, -0.10, -0.09, 0.07, 0.08, 0.07, 0.12, 0.07, 0.07, 0.08, 0.07, 0.07, 0.07, -0.18, -0.16, 0.05, 0.05, 0.06, 0.06, 0.05, 0.06]
}